Entry 1:
C26H26N4O2PtS | the ωB97M-V functional and the def2-TZVPD basis

```
60
Properties=species:S:1:pos:R:3:forces:R:3:lowdin_charge:R:1
H -1.51624 0.13587 0.30859 -0.034 0.075 -0.461 0.0128
H -4.41310 -3.31026 -2.31819 -0.053 0.087 0.212 0.1139
C 0.99584 5.37895 -1.27692 -0.273 0.338 0.210 -0.0265
H -2.25691 -2.84516 3.85937 0.496 0.193 -0.018 0.1413
C 1.19924 -1.15814 3.20750 0.392 0.392 -0.255 -0.0537
C 1.15880 -1.48262 -3.91060 -0.513 -1.516 -0.393 -0.0296
O 0.13784 -2.77331 -0.26959 0.897 3.424 -2.229 0.2143
C -0.83386 -0.11982 -3.42962 -0.116 0.095 -0.288 -0.1520
C -0.19809 -1.38668 -3.55736 -0.972 0.000 -1.252 -0.1012
H 2.13983 -0.65493 2.99077 0.037 -0.254 0.209 0.1256
C 1.41270 4.02270 -1.55704 0.917 -0.918 -0.655 -0.1998
C -0.02499 1.06296 -3.50402 -0.434 -0.450 -0.177 -0.1163
C 0.34297 -1.81260 -0.87793 -1.128 -6.278 3.418 -0.2298
O 3.00115 0.65272 -0.03888 -3.329 -0.816 -2.203 0.1881
H -0.09738 5.44657 -1.33840 0.260 0.116 0.013 0.0964
N 3.20913 -1.96913 -1.71412 0.688 -0.491 -0.183 0.1409
C -3.31303 -1.90356 -1.23051 0.479 1.298 0.133 -0.1873
C 5.35362 -3.33708 -2.29500 0.207 -0.082 -0.070 -0.0180
C 1.93411 -0.34242 -3.99345 0.998 1.333 -0.319 -0.0255
Pt 0.48052 -0.05815 -1.64073 -1.159 1.709 0.407 1.2933
C 4.16565 -2.57034 -1.97110 -0.903 0.452 0.196 -0.1987
C -0.93493 1.93701 3.83122 0.262 -0.142 1.183 0.0576
H -0.81961 -2.28132 -3.48401 0.226 0.197 0.062 0.1489
H -0.17477 -3.73966 4.93946 -0.030 0.256 -0.055 0.1433
C -1.00722 1.85792 2.43463 -1.117 0.720 -2.327 -0.3170
H 1.44234 6.05416 -2.01851 -0.092 -0.142 0.195 0.1196
S 0.18288 0.82857 1.57322 0.278 -0.396 2.142 1.1515
H -5.31369 -2.45627 -1.02321 0.232 -0.112 -0.089 0.1177
H 1.33277 5.66208 -0.27206 -0.071 0.039 -0.266 0.1054
H 1.98442 1.80281 -3.75152 -0.123 -0.309 0.059 0.1164
H 2.99350 -0.41618 -4.25768 -0.406 0.089 0.154 0.1552
H 2.03535 -2.62921 4.54759 -0.372 0.117 -0.160 0.1448
H -0.15089 1.39109 4.36155 -0.222 0.228 0.040 0.1561
C -2.91883 3.30790 2.41544 -0.346 0.355 -1.191 0.0972
N -0.59346 0.57955 0.16596 -0.715 -0.544 -0.886 -0.3040
C 1.36702 0.90695 -3.72264 0.676 0.446 -1.322 -0.1016
H -3.61680 3.98490 4.34307 0.223 -0.110 -0.097 0.1625
C -1.19699 -1.26734 2.83340 -0.594 -0.072 0.126 -0.0713
H -1.83043 2.77323 5.59336 -0.011 -0.010 -0.115 0.1546
H 5.95862 -3.41813 -1.37426 -0.107 -0.102 -0.549 0.1155
H 5.90980 -2.80870 -3.08900 -0.090 -0.285 0.410 0.1123
H -1.90552 -0.04992 -3.25980 0.261 -0.042 -0.136 0.1171
H -2.08507 -0.85326 2.36178 -0.107 -0.222 0.101 0.1184
C -1.87585 2.70503 4.51040 -0.951 0.811 0.300 0.0531
C 1.12463 -2.25422 4.07237 -0.215 0.259 -0.270 0.0086
C 2.06120 0.43540 -0.67052 6.172 1.751 3.263 -0.3011
C -1.28147 -2.37436 3.68731 -0.047 0.399 -0.365 -0.0025
C -0.12084 -2.85776 4.30183 0.198 -0.110 -0.122 0.0175
N -2.55437 -1.02686 -1.16003 -0.738 -1.161 0.212 0.1215
H -3.68053 3.83878 1.85212 -0.038 0.012 0.123 0.1614
H 5.04734 -4.33219 -2.66319 0.252 0.381 0.245 0.1138
H -0.46462 2.04713 -3.35221 0.123 -0.164 -0.199 0.1405
C 0.03751 -0.66668 2.60127 0.301 -0.132 0.120 -0.4063
C -2.86975 3.39556 3.80883 0.604 -0.455 2.096 0.0832
H -1.96331 2.49208 0.62227 -0.263 0.192 0.355 0.1268
C -1.97306 2.55623 1.71223 1.685 -1.342 -0.159 -0.0006
H 1.59940 -2.45521 -4.14576 -0.201 0.264 0.243 0.1553
H -4.11354 -3.72541 -0.61144 -0.111 0.106 -0.115 0.1089
N 1.84264 2.98796 -1.85649 -0.820 0.952 0.792 0.1436
C -4.35163 -2.90724 -1.29972 -0.162 -0.431 -0.088 -0.0120
```
Forces are in eV/Å.

## Properties
⟨S²⟩ ... 6.05
Charge ... +4
HOMO (spin up / spin down) ... -19.71 / -20.58 eV
Gap between HOMO and LUMO (spin up / spin down) ... 7.73 / 4.43 eV
E_tot ... -51471.891 eV
Relative energy (zero: lowest compared OMol25 entry of this formula, charge and spin) ... 0.0 kJ/mol
Spin multiplicity ... 5



Entry 2:
C26H26N4O4 | the ωB97M-V functional and the def2-TZVPD basis

```
60
Properties=species:S:1:pos:R:3:forces:R:3:lowdin_charge:R:1
H -0.36286 -4.64515 0.66313 0.074 0.097 0.089 0.1286
N -1.19380 1.01848 -1.84227 -0.073 0.084 -0.516 0.2267
H -4.96554 1.57959 1.30885 -0.055 0.111 0.069 0.1175
C 3.18291 1.12556 1.46196 0.079 0.127 -0.086 -0.0178
C -1.63729 1.76334 -0.77811 0.266 -0.108 -0.061 -0.4291
H -0.43531 3.76041 0.51326 -0.048 -0.077 -0.077 0.1336
O 0.48612 -0.01668 1.61213 -0.048 0.090 0.129 0.1312
C 1.34837 2.86304 1.35176 -0.051 0.058 -0.055 -0.1187
H -6.28872 0.98458 -0.71447 -0.075 0.098 0.065 0.1052
H 4.83188 -0.25563 1.41382 -0.038 -0.097 0.104 0.1103
N 0.39253 -0.19693 -0.63565 0.543 -0.610 0.182 0.1513
C 2.09574 -3.41647 0.08662 -0.305 -0.094 0.185 -0.0067
C 3.20811 2.67453 -0.33902 -0.003 -0.127 0.075 -0.0260
N -4.96695 -0.41409 -1.38306 -0.231 -0.193 -0.490 0.0630
C -5.34732 0.49564 -0.50168 -0.062 0.288 0.330 -0.1402
H 0.56610 2.90422 -0.65669 -0.029 0.089 0.006 0.1222
H -1.85851 -0.28955 2.24643 -0.063 0.014 0.065 0.1038
C -1.84592 -3.64442 1.87227 0.389 0.086 -0.247 -0.0544
H 0.28469 -3.86264 2.13450 -0.013 -0.011 -0.136 0.1304
C -3.00853 -0.78707 -0.07448 -0.195 0.084 0.161 -0.0328
C 2.58688 2.19971 0.81283 0.177 -0.068 0.081 -0.2228
H 1.92454 -4.35752 0.58384 -0.051 -0.066 0.056 0.1039
C 4.34467 0.58333 0.93513 -0.087 0.004 0.283 -0.1486
O -0.14870 -2.59246 0.56698 0.020 0.177 -0.156 -0.0560
H 1.59843 3.90295 1.58010 -0.035 -0.052 0.043 0.1293
H 1.05940 2.37635 2.28308 0.013 0.086 0.039 0.1107
H -1.07236 2.00549 2.59118 0.027 0.053 -0.037 0.1233
C 0.17373 2.86681 0.36309 0.065 0.054 0.112 -0.0783
H -2.08608 -1.33159 0.05819 0.110 -0.110 0.012 0.0932
H -1.69939 1.12751 -2.71594 0.121 -0.026 0.155 0.1794
N 4.93275 1.03708 -0.15758 0.459 -0.237 -0.193 0.0590
H 2.80511 3.52005 -0.87761 -0.027 0.085 -0.082 0.1130
O -2.55803 2.53056 -0.89610 -0.039 0.178 -0.001 0.1278
H -3.54669 -1.78078 -1.90615 0.097 -0.091 -0.019 0.1103
C -3.40172 0.17699 0.84742 -0.226 -0.229 0.054 -0.2242
H -1.92364 -2.76661 2.50801 -0.041 0.082 0.088 0.0730
C -0.20224 0.05370 -1.85728 -0.446 0.373 -0.201 -0.4497
C 1.37706 -1.24316 -0.60775 0.087 -0.174 0.070 -0.1177
C 2.59551 -1.02783 -1.22051 -0.191 -0.168 0.116 -0.0123
C -3.82488 -1.04152 -1.16527 0.201 -0.116 0.011 -0.1382
H 4.52964 -1.82506 -1.64828 0.118 0.027 -0.036 0.1069
C 3.32142 -3.18703 -0.51448 0.060 0.087 -0.086 -0.0706
C 0.05657 0.39876 0.56532 -0.320 0.210 -0.099 -0.3569
C -4.61142 0.82466 0.62383 0.044 -0.212 -0.087 -0.0189
H 2.74312 0.71143 2.35504 -0.041 -0.051 0.068 0.1114
H -2.07732 -4.52770 2.46084 -0.040 -0.083 0.060 0.0798
C -0.43695 -3.76299 1.31342 -0.159 -0.318 0.238 -0.2377
H -2.56977 -3.55717 1.06648 -0.099 -0.011 -0.044 0.0735
C -1.69138 1.79354 1.71955 0.086 -0.210 -0.025 -0.0896
H 4.88024 2.40749 -1.66630 -0.019 0.103 -0.084 0.1050
C 3.57635 -2.00216 -1.17814 0.049 -0.036 -0.042 -0.0773
C 1.09392 -2.45126 0.04187 0.187 0.151 -0.193 -0.1920
H 2.76969 -0.09373 -1.73097 -0.001 0.132 -0.011 0.1199
C 4.36949 2.06048 -0.77711 -0.131 0.274 -0.148 -0.1574
O 0.09404 -0.52503 -2.86792 0.007 -0.111 -0.140 0.1390
H -2.35705 2.64106 1.54429 0.103 0.021 0.000 0.1292
C -0.79399 1.64887 0.47795 -0.268 0.347 0.359 -0.2562
H -3.14688 0.74267 2.88737 0.027 -0.062 0.008 0.1259
C -2.52761 0.53897 2.01100 0.037 0.152 0.033 -0.1134
H 4.08045 -3.95311 -0.46488 0.064 -0.074 0.004 0.1061
```
Forces are in eV/Å.

## Properties
Structure (SMILES) ... CCOc1ccccc1N1C(=O)NC(=O)C(CCc2ccncc2)(CCc2ccncc2)C1=O
HOMO ... -8.80 eV
Gap between HOMO and LUMO ... 9.39 eV
E_tot ... -41536.483 eV
Relative energy (zero: lowest compared OMol25 entry of this formula, charge and spin) ... 87.3 kJ/mol



Entry 3:
C26H26N4O4PdS | the ωB97M-V functional and the def2-TZVPD basis

```
62
Properties=species:S:1:pos:R:3:forces:R:3:lowdin_charge:R:1
O -3.25368 0.12712 0.39670 0.350 -0.199 -0.192 0.0553
C -0.32013 -1.87724 -2.44178 0.031 0.012 -0.008 -0.1510
C 0.50173 -2.64060 -5.01120 -0.014 0.007 0.040 -0.1440
C -0.76276 -1.63668 -1.07681 -0.025 -0.024 0.016 -0.1298
H -1.64981 4.82671 1.59097 -0.008 -0.005 -0.005 0.1031
N -0.85255 -0.52574 -0.45275 0.112 0.083 -0.081 -0.0691
C 3.36800 -2.41488 -1.89280 -0.021 -0.006 0.011 -0.0369
H 0.12554 -4.67970 -4.36299 -0.004 0.001 -0.002 0.0699
O -4.77917 0.83962 2.15910 -0.155 0.013 0.170 -0.0978
C 3.16601 -1.07032 -1.60371 -0.009 -0.006 -0.069 -0.1528
C 4.10322 -1.83997 -4.10513 -0.020 0.021 0.028 -0.1055
H -0.93075 4.22059 3.85967 -0.001 0.016 -0.010 0.0994
H -1.02435 -2.53557 -0.50975 -0.003 -0.004 0.008 0.1169
H -1.21880 -0.41357 5.77057 -0.001 0.002 0.002 0.0719
H 4.44724 -2.14163 -5.08744 0.002 -0.002 -0.003 0.0925
H 1.44962 2.28064 1.01066 0.006 -0.018 0.018 0.0600
C -2.63752 -0.05467 2.69433 0.064 0.076 0.048 -0.0991
N -1.70720 2.82250 0.88769 -0.076 -0.080 0.083 -0.0570
S 0.11816 3.67011 -1.06059 0.061 0.202 0.071 0.3279
C -3.19861 0.37281 5.38954 0.011 0.004 -0.047 -0.1468
C -0.39885 2.66221 0.35530 0.020 -0.060 -0.108 -0.9703
C 3.84297 -2.79967 -3.13874 -0.005 -0.033 -0.005 -0.0957
C 0.09600 -0.85017 -3.36106 -0.050 0.011 -0.032 -0.4044
H 0.81674 4.39693 2.13077 -0.005 -0.010 -0.014 0.1031
H 1.53149 -1.04507 1.46460 -0.017 -0.005 -0.013 0.0742
H 3.17924 0.92152 -2.35807 0.005 -0.008 -0.007 0.1214
H 0.82280 -2.92512 -6.00959 -0.001 -0.003 -0.002 0.0832
H -5.09416 1.13596 4.71710 0.001 0.004 0.008 0.0904
H 2.87645 -2.18717 1.14288 0.013 0.003 0.010 0.0814
O 2.66160 0.58745 -0.03033 0.342 0.153 0.223 0.0585
H -2.36738 2.96119 0.13849 0.004 0.007 -0.018 0.0919
Pd -0.25719 1.41033 -1.17606 -0.144 -0.290 0.000 0.5765
O 0.13588 0.39195 -3.10405 0.036 -0.032 0.036 -0.1708
C -4.14027 0.70204 4.43744 0.003 -0.012 0.006 -0.0519
H -2.88811 3.76455 2.30800 -0.004 -0.009 0.018 0.1087
H 1.24211 3.08034 3.24503 -0.001 -0.010 0.006 0.1032
C -0.88223 3.46489 3.06914 -0.021 -0.036 -0.014 -0.1866
H 4.03490 0.24836 -4.59873 0.003 0.007 0.001 0.0997
H 3.13252 -3.16740 -1.15043 0.015 -0.003 -0.006 0.1055
C -1.70404 -0.36800 3.67498 -0.019 0.004 -0.015 -0.0686
C 0.11341 -3.63008 -4.09588 0.026 0.011 -0.032 -0.1557
C -2.30344 -0.19764 1.25822 -0.087 0.041 -0.157 -0.3976
C -1.85654 3.79992 1.95039 0.033 0.036 -0.044 -0.2309
H 0.79517 -0.54754 -5.36568 0.006 -0.003 0.005 0.0995
C 3.87805 -0.49692 -3.82896 -0.022 -0.003 -0.006 -0.0818
C 2.65133 -0.59473 -0.27737 -0.367 -0.013 -0.142 -0.3984
C -1.96418 -0.17112 5.02258 -0.021 0.001 0.003 -0.1495
H -0.60154 -3.96517 -2.11301 -0.005 0.002 -0.001 0.0945
C 2.07487 -1.59077 0.69662 0.065 -0.029 -0.004 -0.0186
C -0.28904 -3.21976 -2.84059 -0.017 0.012 0.025 -0.0975
N 0.53160 2.41586 1.40928 0.016 -0.032 -0.032 -0.0589
N -1.14503 -0.63486 0.90902 0.017 -0.005 0.041 0.0666
C 3.40803 -0.11180 -2.58544 -0.002 0.016 0.006 -0.0137
H -0.74600 -0.75154 3.34481 0.000 -0.002 -0.001 0.0959
C 0.48976 -1.31404 -4.66205 0.018 -0.015 0.008 -0.0482
H -3.41779 0.55291 6.43859 -0.003 -0.012 0.002 0.0788
H -1.15078 2.49453 3.49335 0.002 -0.006 0.021 0.0981
H 1.38627 -2.26837 0.18994 0.051 0.009 0.024 0.0651
C 0.52008 3.39014 2.48376 0.014 0.048 0.010 -0.2467
H -4.03504 0.46788 0.97965 -0.194 0.178 0.071 0.0345
C -3.90279 0.50846 3.04765 -0.002 -0.008 0.043 -0.3853
H 3.97896 -3.85002 -3.36585 -0.003 0.002 0.010 0.0933
```
Forces are in eV/Å.

## Properties
Charge ... -2
HOMO ... -1.17 eV
Gap between HOMO and LUMO ... 5.82 eV
E_tot ... -55851.556 eV
Relative energy (zero: lowest compared OMol25 entry of this formula, charge and spin) ... 0.0 kJ/mol